No. 1
The following is a DFT calculation (ωB97M-V with the def2-TZVPD basis set) of 2 unconnected molecules or ions with the total composition C2H6NO3.

Each line ends with the Mulliken charge.
CARTESIAN COORDINATES (ANGSTROEM)
O1 1.024 -0.347 -0.336  -0.6694
O2 1.772 -0.465 1.790  -0.7517
O3 0.370 -0.590 -2.972  -0.6594
N1 -1.511 0.373 0.423  -0.7227
C1 -0.418 0.402 1.407  -0.3550
C2 0.939 -0.204 0.910  0.4364
H1 0.720 0.131 -2.429  0.3525
H2 -0.236 1.418 1.767  0.2437
H3 -0.703 -0.214 2.259  0.1952
H4 -1.244 -0.378 -0.211  0.3427
H5 0.731 -1.325 -2.445  0.3306
H6 -1.445 1.200 -0.162  0.2573

As for the total charge: -1. As for the spin multiplicity: 1. As for the HOMO energy: -4.17 eV. The calculation puts the energy above the lowest of the compared OMol25 structures with the same formula, charge and spin at 9.0 kcal/mol. The HOMO-LUMO gap comes out at 8.39 eV.

No. 2
The following is a DFT calculation (ωB97M-V with the def2-TZVPD basis set) of a molecular structure, C6H18AgClO6 at a distorted geometry.

Each line ends with the Mulliken charge.
CARTESIAN COORDINATES (ANGSTROEM)
Ag1 0.455 -0.577 -0.732  0.9609
Cl1 1.893 -3.418 -3.557  0.0060
O1 3.672 -1.019 1.689  -0.5185
O2 1.248 3.107 -0.894  -0.5362
O3 -0.409 2.551 1.304  -0.4978
O4 -2.744 0.223 -2.996  -0.5120
O5 -3.097 -1.968 -1.370  -0.5298
O6 1.435 -2.699 2.381  -0.4960
C1 -3.545 -0.861 -3.467  -0.4437
C2 0.260 3.826 1.263  -0.3929
C3 3.791 -2.107 2.551  -0.4594
C4 -4.161 -1.676 -2.285  -0.3338
C5 0.648 4.214 -0.169  -0.3744
C6 2.483 -2.459 3.281  -0.4633
H1 -2.692 0.953 -3.617  0.3008
H2 2.210 -1.637 3.942  0.3219
H3 -4.256 -0.464 -4.191  0.3689
H4 -4.626 -2.584 -2.669  0.2975
H5 -0.378 4.601 1.686  0.3554
H6 -3.364 -2.517 -0.630  0.2995
H7 1.164 3.809 1.872  0.2398
H8 2.696 -3.346 3.878  0.3408
H9 -2.846 -1.460 -4.052  0.2675
H10 -1.219 2.666 1.806  0.3086
H11 4.044 -2.919 1.869  0.3380
H12 4.538 -1.913 3.322  0.2919
H13 -0.251 4.452 -0.738  0.2948
H14 1.305 5.083 -0.203  0.3072
H15 4.446 -1.115 1.129  0.3372
H16 1.278 3.297 -1.835  0.3102
H17 -4.756 -1.075 -1.597  0.2933
H18 0.779 -2.967 3.029  0.3175

As for the total charge: +1. As for the spin multiplicity: 2. As for the HOMO energy (alpha / beta): -12.93 / -12.93 eV. The calculation puts the energy above the lowest of the compared OMol25 structures with the same formula, charge and spin at 17.0 kcal/mol. The HOMO-LUMO gap (alpha / beta) comes out at 7.46 / 6.13 eV. As for the expectation value of S²: 0.75.

No. 3
The following is a DFT calculation (ωB97M-V with the def2-TZVPD basis set) of a gas-phase ion, C2H2I2NO (charge -1) at a distorted geometry.

Each line ends with the Mulliken charge.
CARTESIAN COORDINATES (ANGSTROEM)
I1 -2.924 -0.757 0.119  -0.5361
I2 2.684 -0.776 0.150  -0.2042
O1 0.207 2.161 -0.281  -0.7186
N1 0.145 0.926 0.004  0.3752
C1 -0.440 -0.149 0.507  -0.4030
C2 0.554 -0.376 -0.553  -0.2120
H1 -0.383 -0.498 1.591  0.2975
H2 0.157 -0.532 -1.536  0.4011

As for the total charge: -1. As for the spin multiplicity: 1. As for the HOMO energy (alpha / beta): -3.47 / -3.47 eV. The calculation puts the energy above the lowest of the compared OMol25 structures with the same formula, charge and spin at 30.7 kcal/mol. The SMILES is [O-]N1[C@@H](I)[C@@H]1I. The HOMO-LUMO gap (alpha / beta) comes out at 6.19 / 6.19 eV.

No. 4
The following is a DFT calculation (ωB97M-V with the def2-TZVPD basis set) of C6H12O in the gas phase.

Each line ends with the Mulliken charge.
CARTESIAN COORDINATES (ANGSTROEM)
O1 1.168 -2.007 0.536  -0.5281
C1 -1.770 0.753 -0.942  -1.6623
C2 0.664 0.106 -0.664  -0.1657
C3 1.926 0.287 0.147  -0.8535
C4 -0.838 0.462 1.397  -1.5458
C5 1.588 -1.058 -0.399  -0.0609
C6 -0.744 0.030 -0.067  0.8486
H1 -2.784 0.464 -0.643  0.3987
H2 -0.171 -0.141 2.022  0.3395
H3 2.176 -1.468 -1.222  0.3520
H4 -1.693 1.843 -0.850  0.3450
H5 -1.642 0.489 -1.999  0.4263
H6 1.855 0.417 1.225  0.2372
H7 -1.043 -1.031 -0.089  0.0701
H8 -0.570 1.518 1.523  0.3345
H9 0.703 0.509 -1.676  0.4127
H10 2.746 0.824 -0.319  0.2592
H11 -1.862 0.327 1.763  0.4421
H12 0.292 -2.325 0.257  0.3505

As for the spin multiplicity: 1. As for the HOMO energy: -9.86 eV. The calculation puts the energy above the lowest of the compared OMol25 structures with the same formula, charge and spin at 29.8 kcal/mol. The SMILES is CC(C)[C@H]1C[C@H]1O. The HOMO-LUMO gap comes out at 10.85 eV.

No. 5
The following is a DFT calculation (ωB97M-V with the def2-TZVPD basis set) of a molecular structure, C3H5IN2 at a distorted geometry.

Each line ends with the Mulliken charge.
CARTESIAN COORDINATES (ANGSTROEM)
I1 -3.233 0.114 -0.205  0.1018
N1 -1.727 0.169 1.082  -0.4257
N2 -0.543 -0.770 0.815  -0.3383
C1 0.268 0.187 0.149  0.6351
C2 -0.432 1.296 0.283  -0.5375
C3 1.461 -0.311 -0.566  -0.9455
H1 1.387 -1.382 -0.472  0.3108
H2 1.691 0.010 -1.632  0.2889
H3 2.308 -0.025 0.072  0.2647
H4 -0.409 2.351 0.153  0.3539
H5 -0.771 -1.638 0.323  0.2917

As for the spin multiplicity: 1. As for the HOMO energy: -8.46 eV. The calculation puts the energy above the lowest of the compared OMol25 structures with the same formula, charge and spin at 85.6 kcal/mol. The HOMO-LUMO gap comes out at 8.64 eV.

No. 6
The following is a DFT calculation (ωB97M-V with the def2-TZVPD basis set) of C6H13NO in the gas phase at a distorted geometry.

Each line ends with the Mulliken charge.
CARTESIAN COORDINATES (ANGSTROEM)
O1 1.579 -0.651 -1.533  -0.5935
N1 -0.614 -0.790 0.727  -0.4186
C1 -1.757 -1.530 0.226  -0.8772
C2 -0.139 1.623 0.716  -1.6552
C3 -0.180 0.335 -0.104  1.6314
C4 -0.884 0.584 -1.442  -1.7126
C5 2.340 -0.124 0.681  -1.2265
C6 1.269 -0.313 -0.379  0.3019
H1 2.963 -1.021 0.696  0.3664
H2 -2.638 -0.885 0.164  0.3291
H3 0.249 1.467 1.726  0.3467
H4 2.949 0.746 0.430  0.2985
H5 0.303 -1.487 0.563  0.3253
H6 -1.527 -1.979 -0.750  0.2991
H7 -0.373 1.384 -1.988  0.4118
H8 -0.857 -0.283 -2.106  0.3795
H9 -2.002 -2.328 0.931  0.3193
H10 -1.147 2.037 0.835  0.3863
H11 0.492 2.371 0.224  0.3472
H12 -1.937 0.845 -1.292  0.3936
H13 1.910 0.001 1.675  0.3475

As for the spin multiplicity: 1. As for the HOMO energy: -8.91 eV. The calculation puts the energy above the lowest of the compared OMol25 structures with the same formula, charge and spin at 50.9 kcal/mol. The SMILES is CNC(C)(C)C(C)=O. The HOMO-LUMO gap comes out at 9.67 eV.

No. 7
The following is a DFT calculation (ωB97M-V with the def2-TZVPD basis set) of 3 unconnected molecules or ions with the total composition C3H11NO4 at a distorted geometry.

Each line ends with the Mulliken charge.
CARTESIAN COORDINATES (ANGSTROEM)
O1 -1.068 2.900 1.263  -0.6346
O2 -2.672 -0.209 -0.421  -0.6076
O3 1.317 1.303 -1.387  -0.4666
O4 0.040 -0.406 -1.905  -0.5891
N1 1.031 -2.150 1.967  -0.5679
C1 0.668 0.167 -1.046  0.5611
C2 0.400 -1.603 0.741  -0.2339
C3 1.141 -0.372 0.260  -0.4062
H1 1.019 1.600 -2.254  0.3399
H2 1.675 -2.900 1.818  0.1907
H3 -1.849 2.346 1.190  0.3178
H4 0.478 -2.369 -0.036  0.3110
H5 1.145 0.341 1.082  0.3103
H6 1.217 -1.436 2.647  0.1876
H7 -2.949 -1.083 -0.129  0.3021
H8 -0.745 2.753 2.157  0.3038
H9 -0.642 -1.644 1.048  0.1459
H10 2.184 -0.600 0.154  0.2301
H11 -2.553 -0.324 -1.368  0.3057

As for the spin multiplicity: 1. As for the HOMO energy: -9.12 eV. The calculation puts the energy above the lowest of the compared OMol25 structures with the same formula, charge and spin at 38.5 kcal/mol. The SMILES is NCCC(=O)O.O.O. The HOMO-LUMO gap comes out at 9.76 eV.

No. 8
The following is a DFT calculation (ωB97M-V with the def2-TZVPD basis set) of a molecular structure, C3H6N2O2S at a distorted geometry.

Each line ends with the Mulliken charge.
CARTESIAN COORDINATES (ANGSTROEM)
S1 2.394 0.244 0.105  0.5078
O1 1.252 -1.055 -1.338  -0.6877
O2 2.428 -0.859 1.031  -0.4775
N1 0.150 -1.160 -0.807  0.4741
N2 1.284 1.208 0.614  -0.2884
C1 -2.102 -1.732 0.324  -0.9681
C2 0.790 2.284 -0.117  -0.6368
C3 -0.754 -1.200 -0.072  0.4470
H1 -0.267 1.967 -0.277  0.1993
H2 0.812 3.267 0.449  0.2576
H3 -2.551 -1.939 -0.622  0.2751
H4 -2.758 -1.065 0.800  0.3150
H5 1.218 2.664 -1.020  0.3109
H6 -1.897 -2.625 0.930  0.2718

As for the spin multiplicity: 1. As for the HOMO energy: -9.27 eV. The calculation puts the energy above the lowest of the compared OMol25 structures with the same formula, charge and spin at 138.7 kcal/mol. The HOMO-LUMO gap comes out at 9.52 eV.

No. 9
The following is a DFT calculation (ωB97M-V with the def2-TZVPD basis set) of a molecular structure, C2H4KMgO2 at a distorted geometry.

Each line ends with the Mulliken charge.
CARTESIAN COORDINATES (ANGSTROEM)
K1 0.200 0.557 2.421  0.6431
Mg1 -3.577 -0.010 1.532  -0.4641
O1 1.897 -0.336 0.892  -0.9131
O2 -1.333 -0.154 0.711  -0.3996
C1 -0.553 0.111 -0.397  -0.4677
C2 0.558 -0.755 -0.602  -0.1920
H1 -1.166 0.281 -1.298  0.1750
H2 0.448 -1.758 -0.148  0.1991
H3 2.488 -1.090 0.931  0.1706
H4 1.056 -0.673 -1.575  0.2486

As for the total charge: -1. As for the spin multiplicity: 1. As for the HOMO energy: -1.48 eV. The calculation puts the energy above the lowest of the compared OMol25 structures with the same formula, charge and spin at 69.2 kcal/mol. The HOMO-LUMO gap comes out at 3.61 eV.

No. 10
The following is a DFT calculation (ωB97M-V with the def2-TZVPD basis set) of a gas-phase ion, C5H12NO (charge -1) at a distorted geometry.

Each line ends with the Mulliken charge.
CARTESIAN COORDINATES (ANGSTROEM)
O1 -1.971 -2.835 -0.526  -0.9144
N1 -1.971 -0.423 0.810  -0.8189
C1 -0.746 -2.261 -0.569  -0.2929
C2 0.443 -0.183 0.476  -0.4889
C3 1.766 1.870 -0.201  -1.2988
C4 -0.768 -0.663 -0.139  0.0059
C5 0.487 1.421 0.420  -0.3220
H1 1.419 -0.327 -0.069  0.2347
H2 -0.361 1.805 -0.154  0.2448
H3 -2.378 -1.302 0.620  0.3287
H4 0.097 -2.688 0.147  0.1272
H5 2.712 1.558 0.265  0.3314
H6 -0.977 0.039 -1.088  0.1956
H7 0.359 1.872 1.414  0.2925
H8 -2.300 0.416 0.291  0.2864
H9 1.799 1.608 -1.310  0.2983
H10 0.660 -0.635 1.508  0.3033
H11 1.969 2.994 -0.255  0.3521
H12 -0.239 -2.267 -1.639  0.1350

As for the total charge: -1. As for the spin multiplicity: 1. As for the HOMO energy: -2.73 eV. The calculation puts the energy above the lowest of the compared OMol25 structures with the same formula, charge and spin at 35.9 kcal/mol. The SMILES is CCC[C@H](N)C[O-]. The HOMO-LUMO gap comes out at 6.37 eV.

No. 11
The following is a DFT calculation (ωB97M-V with the def2-TZVPD basis set) of a molecular structure, C23H52O3P4SeYb at a distorted geometry.

Each line ends with the Mulliken charge.
CARTESIAN COORDINATES (ANGSTROEM)
Yb1 -0.709 -0.185 -0.326  0.6798
Se1 1.734 1.019 -1.035  -0.0853
P1 2.084 -1.772 -1.470  0.9863
P2 -1.271 -3.426 0.178  1.1721
P3 2.179 -0.877 1.559  0.9947
P4 -2.243 1.139 1.930  -0.3854
O1 -0.980 1.698 0.825  -0.0900
O2 -2.492 2.519 2.725  -0.1697
O3 -1.321 0.282 3.017  0.2187
C1 0.132 1.588 -3.284  0.0529
C2 2.059 3.058 -4.713  -0.7087
C3 -1.915 -0.053 4.342  -0.3891
C4 3.535 0.391 1.592  -1.5191
C5 3.844 -1.345 -1.791  -1.2019
C6 1.626 -0.606 3.285  -1.3536
C7 0.761 2.890 -5.240  -0.4043
C8 1.478 -1.669 -3.188  -1.1555
C9 -2.574 -2.392 0.879  -1.1107
C10 -0.856 0.168 5.401  -1.0734
C11 2.385 2.530 -3.464  -0.6660
C12 -1.537 3.237 3.603  0.2848
C13 2.219 -3.620 -1.361  -1.1882
C14 -1.939 -4.727 -0.842  -1.2468
C15 -0.408 -4.270 1.513  -1.0723
C16 -2.094 3.624 -0.270  -1.2095
C17 -0.825 3.100 0.334  0.1809
C18 -2.403 3.693 4.740  -1.4397
C19 -0.179 2.163 -4.498  -0.1460
C20 -2.943 2.157 -6.107  -0.5461
C21 3.141 -2.431 1.785  -1.3834
C22 -3.303 1.097 -5.319  -0.4432
C23 1.419 1.771 -2.754  0.8294
H1 -1.222 -0.245 6.350  0.4558
H2 -0.636 1.002 -2.754  -0.1623
H3 3.075 1.390 1.681  0.3968
H4 -0.147 -3.559 2.312  0.1856
H5 -3.269 4.218 4.328  0.4014
H6 -3.648 1.216 -4.285  0.2820
H7 2.487 -0.512 3.963  0.5841
H8 -1.894 4.630 -0.658  0.4355
H9 -3.518 -2.963 0.799  0.4592
H10 0.517 -4.698 1.093  0.3912
H11 2.736 -3.932 -0.447  0.3233
H12 4.199 -1.963 -2.624  0.5141
H13 -2.405 -2.202 1.953  0.1442
H14 -2.835 -4.383 -1.370  0.4326
H15 3.361 2.707 -3.008  0.5072
H16 -3.369 0.079 -5.731  0.2319
H17 -1.197 -5.042 -1.585  0.4035
H18 3.763 -2.648 0.907  0.4144
H19 -1.190 2.026 -4.855  -0.1660
H20 2.438 -3.261 1.960  0.2444
H21 0.486 -2.126 -3.269  0.3465
H22 -2.798 0.596 4.458  0.4486
H23 -2.871 3.192 -5.732  0.2937
H24 1.408 -0.629 -3.516  0.3336
H25 -1.868 4.386 5.391  0.4175
H26 4.142 0.356 0.676  0.3451
H27 1.032 0.320 3.328  0.1226
H28 2.776 -3.985 -2.233  0.5131
H29 -2.755 2.117 -7.206  0.2627
H30 -2.272 -1.092 4.267  0.3491
H31 0.995 -1.443 3.615  0.3979
H32 -2.186 -5.583 -0.197  0.4492
H33 2.796 3.620 -5.282  0.4165
H34 3.790 -2.318 2.662  0.5046
H35 -1.052 -5.077 1.901  0.5414
H36 -0.018 3.009 -0.406  0.1774
H37 -2.752 -1.418 0.365  0.5971
H38 -0.218 -2.763 -0.565  -0.5728
H39 2.179 -2.201 -3.840  0.5094
H40 1.217 -4.069 -1.369  0.1301
H41 4.173 0.211 2.470  0.5176
H42 -1.115 4.087 3.044  0.3738
H43 -2.878 3.709 0.488  0.3488
H44 0.470 3.323 -6.206  0.4714
H45 -2.765 2.836 5.326  0.3013
H46 -0.643 1.243 5.562  0.2530
H47 4.477 -1.523 -0.916  0.3530
H48 -0.709 2.593 3.946  0.0204
H49 -0.436 3.665 1.182  0.0972
H50 3.931 -0.289 -2.075  0.3044
H51 -2.467 3.002 -1.093  0.2657
H52 0.079 -0.359 5.151  0.2197

As for the total charge: +3. As for the spin multiplicity: 2. As for the HOMO energy (alpha / beta): -15.62 / -16.01 eV. The calculation puts the energy above the lowest of the compared OMol25 structures with the same formula, charge and spin at 0.0 kcal/mol. The HOMO-LUMO gap (alpha / beta) comes out at 6.50 / 5.91 eV. As for the expectation value of S²: 0.77.

No. 12
The following is a DFT calculation (ωB97M-V with the def2-TZVPD basis set) of a molecular structure, C9H8LuN2O4Se at a distorted geometry.

Each line ends with the Mulliken charge.
CARTESIAN COORDINATES (ANGSTROEM)
Lu1 -0.042 0.002 0.470  0.4228
Se1 2.067 -0.046 1.915  0.0773
O1 2.769 0.027 -1.597  -0.0550
O2 -0.029 3.204 -0.006  -0.0057
O3 -2.771 -0.028 -1.605  -0.0603
O4 0.036 -3.210 -0.012  -0.0107
N1 -0.337 0.543 3.668  0.1154
N2 1.532 1.375 4.391  0.1556
C1 0.551 1.695 5.319  -0.5040
C2 0.994 0.679 3.376  0.3405
C3 0.020 -2.050 -0.008  0.4158
C4 -1.759 -0.018 -1.024  0.2576
C5 -1.329 -0.189 2.844  -0.8122
C6 -0.027 2.049 -0.007  0.4652
C7 -0.618 1.175 4.865  -0.2452
C8 2.960 1.737 4.562  -0.7750
C9 1.746 0.018 -1.045  0.1365
H1 -1.049 -1.252 2.692  0.4219
H2 3.066 2.821 4.621  0.3648
H3 -1.507 0.319 1.859  0.3225
H4 0.759 2.250 6.221  0.5047
H5 -2.298 -0.163 3.352  0.3727
H6 3.562 1.372 3.725  0.2678
H7 -1.618 1.180 5.272  0.4685
H8 3.349 1.303 5.486  0.3585

As for the total charge: +3. As for the spin multiplicity: 1. As for the HOMO energy: -19.78 eV. The HOMO-LUMO gap comes out at 5.73 eV.

no.,DFT total energy (Ha)
1,-360.35692
2,-1297.56723
3,-802.71187
4,-311.01171
5,-524.33536
6,-366.35277
7,-476.61626
8,-775.91913
9,-1029.02722
10,-327.63881
11,-6057.83502
12,-4393.98866